1.
Molecular formula: C3H7NOS
Method: DFT, wB97M-V/def2-TZVPD

```
13
Properties=species:S:1:pos:R:3:lowdin_charge:R:1
N 2.41022 -0.01948 -0.80043 0.1619
C 1.34700 0.76826 -0.43752 -0.5683
O 1.50220 1.85316 0.05668 0.0663
C -0.03819 0.15588 -0.66766 -0.1946
C -0.61440 -0.08872 0.73454 -0.5383
S -2.17121 -1.09890 0.58255 0.6684
H 3.34234 0.28918 -0.64649 0.0951
H 2.35558 -0.95270 -1.16443 0.0960
H -0.07869 -0.64240 -1.39128 0.0948
H -0.63188 1.01435 -0.99351 0.1196
H 0.12388 -0.58920 1.38698 0.0755
H -0.76209 0.78213 1.36593 0.0773
H -1.82352 -1.91428 -0.44026 -0.1538
```

Summary:
**HOMO-LUMO gap**: 9.91 eV
**Multiplicity**: 1
**Relative energy (zero: lowest compared OMol25 entry of this formula, charge and spin)**: 43.3 kJ/mol
**Structure (SMILES)**: NC(=O)CCS
**Total charge**: 0
**Highest occupied orbital energy**: -9.219 eV



2.
Molecular formula: C9H8Br3P
Method: DFT, wB97M-V/def2-TZVPD

```
21
Properties=species:S:1:pos:R:3:lowdin_charge:R:1
C -2.71723 0.72931 2.38590 -0.1473
C -2.56582 0.61270 0.97571 -0.7226
Br -4.12038 1.06712 -0.10895 0.6809
C -1.44237 0.34234 0.40976 -0.0517
C -0.28791 -0.06781 0.01586 -0.2430
C -0.05406 -1.46980 -0.34440 -0.0832
C 0.67649 -1.89423 -1.36950 -0.1175
C 1.48015 -0.93480 -2.12528 -0.1517
C 1.58585 0.35746 -1.73778 -0.2091
C 0.93290 0.75982 -0.42476 -0.4203
P 2.52785 0.73515 0.84420 0.1912
Br 3.93517 2.08525 -0.16022 0.2239
Br 3.55771 -1.19124 0.40623 0.2445
H -3.17885 -0.15784 2.77328 0.0817
H -3.55846 1.40967 2.69101 0.0914
H -1.70906 1.01688 2.67875 0.0979
H -0.44144 -2.14129 0.48737 0.1421
H 0.44474 -2.85631 -1.80393 0.1077
H 2.05777 -1.24169 -2.98935 0.1010
H 2.29019 1.04808 -2.26645 0.0847
H 0.58675 1.79124 -0.33746 0.0997
```

Summary:
**HOMO-LUMO gap**: 8.05 eV
**Multiplicity**: 1
**Structure (SMILES)**: CC(Br)=C=C1C=CC=C[C@@H]1P(Br)Br
**Total charge**: 0
**Highest occupied orbital energy**: -8.234 eV



3.
Molecular formula: C5H10N2
Method: DFT, wB97M-V/def2-TZVPD

```
17
Properties=species:S:1:pos:R:3:lowdin_charge:R:1
C -0.09787 0.42984 0.06398 0.2044
C -0.46974 -2.46108 -0.03168 0.1727
C -0.26092 1.78437 0.63791 0.1411
C -0.34907 1.81104 -2.05945 0.0530
C 0.99859 -1.56352 1.67075 -0.0365
N -0.14398 1.30808 -0.80948 0.0170
N 0.11895 -1.59021 0.62882 -0.0267
H -0.30676 -3.60022 -0.03194 0.1956
H -1.08159 -2.21594 -0.90589 0.1390
H -1.24892 2.14603 0.88494 0.1374
H 0.45189 2.36186 1.18610 0.1336
H -1.32577 2.11927 -2.36548 0.1425
H -0.07884 1.17715 -2.81116 0.1017
H 0.28120 2.72397 -1.93563 0.1671
H 0.52782 -0.71996 2.40462 0.1837
H 1.92955 -1.13831 1.34098 0.1188
H 1.05545 -2.57238 2.13263 0.1555
```

Summary:
**HOMO-LUMO gap**: 8.81 eV
**Multiplicity**: 1
**Relative energy (zero: lowest compared OMol25 entry of this formula, charge and spin)**: 582.2 kJ/mol
**Total charge**: +2
**Highest occupied orbital energy**: -20.606 eV



4.
Molecular formula: C20H34NO16P
Method: DFT, wB97M-V/def2-TZVPD

```
72
Properties=species:S:1:pos:R:3:lowdin_charge:R:1
C 18.88957 -18.29523 -1.18644 -0.0259
C 19.96062 -17.95304 -2.16111 -0.2359
N 20.75794 -17.75761 -2.97455 0.1341
H 19.20453 -18.22631 -0.14521 0.0976
H 18.75137 -19.34455 -1.44706 0.0547
H 18.02432 -17.65136 -1.34415 0.0701
C 25.72315 -15.79090 -5.78240 -0.0217
C 25.56961 -15.41423 -7.30754 -0.2404
O 25.02172 -14.21079 -7.70382 -0.0764
P 23.66929 -13.67665 -7.12380 0.5385
O 23.54069 -13.52887 -5.63978 0.0448
O 23.42095 -12.28870 -7.84259 -0.1169
C 23.21521 -12.32353 -9.29704 -0.2735
C 22.55975 -11.11123 -9.69582 -0.0848
O 22.49079 -14.63829 -7.72886 -0.0744
C 22.05133 -15.76516 -6.98650 -0.2890
C 20.81701 -15.54265 -6.18638 -0.0285
H 26.27022 -16.71983 -5.62146 0.0972
H 26.32970 -14.96567 -5.40930 0.0858
H 24.76863 -15.64201 -5.27762 0.0566
H 26.47339 -15.48631 -7.91260 0.1416
H 24.91095 -16.21406 -7.64596 0.1170
H 24.12297 -12.47499 -9.88111 0.1389
H 22.47154 -13.05903 -9.60377 0.1227
H 23.21097 -10.31618 -9.33264 0.0968
H 22.53091 -11.10836 -10.78543 0.1067
H 21.56635 -10.88559 -9.30807 0.1014
H 21.77936 -16.49673 -7.74739 0.1476
H 22.78757 -16.32802 -6.41271 0.1037
H 20.63653 -16.45849 -5.62357 0.0825
H 20.67683 -14.55147 -5.75507 0.1001
H 20.15403 -15.58706 -7.05043 0.0941
C 19.62672 -23.16868 -3.34686 -0.0899
C 19.27506 -21.80264 -2.68657 -0.0902
O 18.30041 -21.31861 -3.61006 0.0626
C 17.71903 -22.31688 -4.18973 -0.5903
O 16.82761 -22.29441 -5.02910 0.1299
O 18.34109 -23.47445 -3.83519 0.0577
H 19.88504 -23.78907 -2.48867 0.1350
H 20.36168 -23.16940 -4.15179 0.1293
H 19.99506 -20.98543 -2.72984 0.1069
H 18.82036 -21.81575 -1.69603 0.1194
C 22.80523 -19.31437 -5.42725 -0.1003
C 22.29507 -20.52956 -4.76474 -0.2267
O 21.19082 -20.94781 -5.37865 0.0898
C 21.16122 -20.47791 -6.59354 -0.5535
O 20.31456 -20.73117 -7.41666 0.1718
O 22.17932 -19.58288 -6.70140 0.0482
H 23.88637 -19.32556 -5.56548 0.1361
H 22.46116 -18.43762 -4.87860 0.0928
H 22.19290 -20.39113 -3.68841 0.1286
H 22.91679 -21.42485 -4.76178 0.1464
C 16.74415 -14.84412 -2.16156 -0.1614
C 16.87003 -14.29387 -0.76158 -0.0941
O 15.46775 -14.21442 -0.46375 0.0523
C 14.90469 -13.75574 -1.56322 -0.5535
O 13.97612 -12.99580 -1.58366 0.1729
O 15.59182 -14.23153 -2.68928 0.0575
H 16.66112 -15.93093 -2.15380 0.1185
H 17.62349 -14.52921 -2.72343 0.1297
H 17.10323 -13.23757 -0.62761 0.1411
H 17.36030 -14.85093 0.03679 0.1366
C 15.11542 -22.36548 -1.58302 -0.0640
C 14.19593 -21.12162 -1.25381 -0.0983
O 15.01016 -20.54011 -0.30295 0.0656
C 16.27933 -20.97566 -0.25592 -0.5556
O 17.14019 -20.59607 0.56047 0.0964
O 16.36803 -22.01939 -1.01596 0.0657
H 15.19340 -22.48021 -2.66415 0.1203
H 14.84718 -23.35027 -1.20048 0.1378
H 13.31731 -21.56966 -0.78970 0.1289
H 13.81648 -20.51088 -2.07303 0.1349
```

Summary:
**HOMO-LUMO gap (spin up / spin down)**: 10.00 / 2.73 eV
**Multiplicity**: 2
**Total charge**: +1
**Highest occupied orbital energy (spin up / spin down)**: -12.420 / -12.420 eV